## a
Density functional theory data (ωB97M-V/def2-TZVPD) for a single C5H7NOS molecule.

Results
- total charge = 0
- gap between HOMO and LUMO (spin up / spin down) (eV) = 7.03 / 7.04
- E_LUMO (spin up / spin down) (eV) = -0.9 / -0.9
- 2S+1 = 1

Atoms and positions in Å:
C1 2.01 1.90 0.22
C2 -0.24 1.59 -0.39
C3 0.93 -0.58 0.01
C4 -1.64 1.45 0.01
C5 0.90 -2.01 -0.33
N1 0.76 2.23 -0.05
O1 3.72 -0.17 0.39
S1 2.44 0.19 -0.17
H1 2.64 2.73 -0.13
H2 -2.31 0.88 -0.61
H3 -1.94 2.54 0.27
H4 -1.75 0.93 0.95
H5 1.81 -2.60 0.03
H6 0.76 -2.25 -1.31
H7 0.15 -2.44 0.18

---

## b
Density functional theory data (ωB97M-V/def2-TZVPD) for a single C5H7NOS molecule.

Results
- total charge = 0
- gap between HOMO and LUMO (eV) = 9.04
- SMILES = C=CS/C(C=O)=C\N
- E_LUMO (eV) = 0.3
- 2S+1 = 1

Atoms and positions in Å:
C1 1.33 1.58 -0.25
C2 1.87 0.53 -0.79
S1 0.77 -0.94 -1.09
C3 -0.67 -0.47 -0.32
C4 -1.58 0.32 -1.11
O1 -2.62 0.94 -0.69
C5 -1.06 -0.84 0.95
N1 -0.17 -1.55 1.68
H1 0.31 1.70 0.06
H2 1.93 2.47 -0.25
H3 3.00 0.22 -1.02
H4 -1.35 0.48 -2.22
H5 -1.95 -0.50 1.43
H6 0.66 -1.75 1.10
H7 -0.46 -2.20 2.51

---

Quick one: least stable of them? a